ORCA calculation (ωB97M-V/def2-TZVPD) on C26H28CaN7O3 as an isolated structure.

E_HOMO: -10.4 eV
LUMO level: -3.042 eV
Net charge: +1

Geometry (Å):
Ca -0.359 -0.371 -1.105
O -3.127 -3.126 1.185
C -2.427 -3.313 2.329
C -2.883 -4.291 3.207
C -2.228 -4.531 4.396
C -1.093 -3.792 4.734
C -0.636 -2.823 3.869
C -1.283 -2.563 2.654
C -0.738 -1.529 1.735
O -1.308 -1.419 0.568
N 0.273 -0.816 2.159
N 0.688 0.139 1.244
C 1.477 0.985 1.767
C 1.936 2.205 1.120
C 2.427 3.229 1.925
C 2.798 4.428 1.338
C 2.680 4.555 -0.036
C 2.205 3.476 -0.758
N 1.828 2.319 -0.215
H -2.661 -2.420 0.697
H -3.767 -4.845 2.921
H -2.599 -5.296 5.065
H -0.576 -3.975 5.665
H 0.241 -2.240 4.112
H 1.755 0.877 2.814
H 2.513 3.103 2.995
H 3.174 5.242 1.942
H 2.964 5.467 -0.542
H 2.135 3.539 -1.840
C -1.639 1.606 -2.791
C -1.281 2.346 -1.672
C -1.865 2.065 -0.437
C -2.807 1.051 -0.331
C -3.171 0.313 -1.450
C -2.586 0.589 -2.685
H -1.197 1.838 -3.752
H -0.545 3.133 -1.760
H -1.581 2.631 0.440
H -3.249 0.822 0.629
H -3.907 -0.475 -1.357
H -2.875 0.035 -3.569
O 1.602 0.787 -2.675
C 2.357 0.441 -1.904
C 1.584 -2.797 -0.535
N 2.157 -4.121 -0.603
C 2.790 -4.300 -1.910
N 1.818 -4.145 -2.998
C 1.231 -2.827 -2.917
N 0.554 -2.560 -1.612
C -0.483 -3.647 -1.449
N 0.090 -4.970 -1.522
C 1.084 -5.109 -0.455
C 0.757 -5.142 -2.813
H 2.381 -2.057 -0.653
H 1.116 -2.656 0.440
H 3.230 -5.295 -1.963
H 3.585 -3.562 -2.030
H 0.491 -2.720 -3.716
H 2.014 -2.079 -3.066
H -1.221 -3.526 -2.247
H -0.972 -3.519 -0.484
H 1.515 -6.109 -0.493
H 0.597 -4.971 0.511
H 0.025 -5.040 -3.616
H 1.193 -6.139 -2.866

ORCA calculation (ωB97M-V/def2-TZVPD) on a 2-piece molecular cluster, C3H4P2 overall.

E_HOMO: -9.5 eV
LUMO level: -0.548 eV

Geometry (Å):
C 0.767 -1.124 0.658
C 1.013 1.106 -0.614
C 1.038 0.036 0.083
P -2.742 0.562 0.311
P -4.022 -0.574 -0.518
H 1.656 -1.744 0.675
H -0.111 -1.353 1.207
H 1.744 1.909 -0.246
H 0.658 1.181 -1.555

ORCA calculation (ωB97M-V/def2-TZVPD) on one molecule with the formula C4H4OS.

SMILES: O=C/C=C/C=S
E_HOMO: -8.9 eV
LUMO level: -1.890 eV

Geometry (Å):
O 2.115 0.574 0.334
C 1.114 1.457 0.433
C -0.017 0.770 -0.115
C 0.047 -0.596 -0.016
C -1.038 -1.514 -0.179
S -2.426 -1.222 -1.075
H 1.070 2.586 0.865
H -0.868 1.305 -0.833
H 1.159 -0.848 0.278
H -1.156 -2.511 0.308

ORCA calculation (ωB97M-V/def2-TZVPD) on one molecule with the formula C24H23N3O5.

SMILES: [H]/N=C1/C(=C/c2ccc(OCCOc3ccccc3)c(OCC)c2)C(=O)N=C2C=C(C)ON21
E_HOMO: -7.9 eV
LUMO level: -0.638 eV

Geometry (Å):
H 6.402 2.607 0.847
N 5.420 2.353 0.835
C 5.182 1.137 0.587
C 3.818 0.586 0.497
C 2.838 1.536 0.467
C 1.416 1.537 0.286
C 0.790 2.787 0.153
C -0.563 2.867 -0.059
C -1.366 1.727 -0.145
O -2.683 1.991 -0.340
C -3.609 0.971 -0.658
C -4.938 1.673 -0.966
O -5.959 0.759 -1.277
C -6.563 0.046 -0.277
C -6.327 0.200 1.084
C -7.027 -0.576 1.995
C -7.957 -1.505 1.569
C -8.194 -1.657 0.212
C -7.505 -0.890 -0.704
C -0.759 0.461 0.007
O -1.567 -0.641 -0.021
C -0.997 -1.941 0.002
C -0.373 -2.336 -1.331
C 0.608 0.396 0.215
C 3.674 -0.902 0.448
O 2.668 -1.486 0.803
N 4.742 -1.640 -0.014
C 5.904 -1.103 -0.063
C 7.179 -1.643 -0.441
C 8.091 -0.668 -0.232
C 9.560 -0.637 -0.422
O 7.516 0.468 0.243
N 6.163 0.181 0.341
H 3.248 2.539 0.549
H 1.378 3.690 0.202
H -1.054 3.822 -0.169
H -3.732 0.275 0.179
H -3.283 0.403 -1.535
H -5.215 2.325 -0.129
H -4.822 2.292 -1.859
H -5.610 0.916 1.453
H -6.835 -0.447 3.050
H -8.495 -2.105 2.287
H -8.919 -2.379 -0.134
H -7.677 -0.994 -1.764
H -0.267 -2.034 0.813
H -1.850 -2.590 0.223
H -1.107 -2.248 -2.129
H -0.031 -3.365 -1.275
H 0.478 -1.702 -1.564
H 1.080 -0.558 0.363
H 7.345 -2.633 -0.805
H 9.901 -1.591 -0.810
H 10.054 -0.433 0.527
H 9.831 0.158 -1.115

ORCA calculation (ωB97M-V/def2-TZVPD) on one molecule with the formula C4H7N3.

SMILES: [H]/N=C\N(C)N=C=C
E_HOMO (alpha / beta): -8.0 / -7.3 eV
LUMO level (alpha / beta): -0.071 / -0.828 eV

Geometry (Å):
H 0.023 -2.059 0.492
N 0.106 -1.530 1.359
C 0.178 -0.266 1.130
N -0.606 0.512 0.140
C -1.932 1.068 0.233
N 0.170 0.727 -0.895
C 1.252 0.025 -0.635
C 2.170 -0.625 -1.320
H 0.301 0.379 2.003
H -2.004 1.689 1.127
H -2.168 1.671 -0.645
H -2.671 0.269 0.302
H 2.599 -0.277 -2.250
H 2.580 -1.584 -1.041

ORCA calculation (ωB97M-V/def2-TZVPD) on FGaH5NOP as an isolated structure.

E_HOMO: -3.5 eV
LUMO level: 4.029 eV
Net charge: -1

Geometry (Å):
N -1.377 -1.005 -0.448
P -0.044 -0.978 0.654
O 1.265 -1.551 -0.277
Ga 0.365 1.397 0.689
F 0.777 1.749 2.448
H -1.281 -0.469 -1.304
H -1.675 -1.944 -0.686
H 1.257 -1.176 -1.163
H -0.941 2.245 0.298
H 1.654 1.732 -0.211

ORCA calculation (ωB97M-V/def2-TZVPD) on C17H20MoN5O6S3Te as an isolated structure.

E_HOMO (alpha / beta): -3.1 / -3.1 eV
LUMO level (alpha / beta): 0.368 / 0.368 eV
Net charge: -1

Geometry (Å):
Mo -0.378 0.361 0.987
C 3.165 1.512 3.745
C 1.879 1.585 2.977
S 1.869 0.652 1.484
C 0.798 2.295 3.343
C 0.701 3.120 4.592
S -0.631 2.316 2.326
H 3.913 1.020 3.129
H 3.030 0.937 4.660
H 3.528 2.502 4.020
H 1.683 3.352 5.001
H 0.131 2.575 5.346
H 0.169 4.045 4.377
C -3.656 2.726 -2.787
O -2.441 2.699 -2.048
C -2.202 1.741 -1.165
O -1.175 1.835 -0.495
N -3.114 0.757 -0.966
N -2.718 -0.218 -0.014
H -3.581 3.611 -3.415
H -4.515 2.806 -2.119
H -3.770 1.829 -3.403
H -3.652 0.411 -1.788
H -2.492 -1.138 -0.454
H -3.510 -0.403 0.607
S -2.486 -3.346 -0.426
C -1.050 -4.069 -0.023
N 0.104 -3.307 -0.071
C 1.322 -3.849 0.143
C 1.408 -5.175 0.472
C 0.195 -5.885 0.569
N -0.982 -5.353 0.322
H -0.003 -2.316 -0.297
H 2.174 -3.194 0.048
H 2.356 -5.657 0.648
H 0.180 -6.934 0.839
Te -0.952 -1.258 2.782
O 1.976 -0.475 -1.804
C 0.784 -0.718 -1.835
O -0.013 -0.581 -0.817
C 0.055 -1.280 -3.030
C 0.616 -2.197 -3.920
C -0.176 -2.718 -4.942
C -1.491 -2.338 -5.102
C -2.059 -1.406 -4.217
C -1.262 -0.898 -3.189
N -3.382 -1.008 -4.325
O -4.090 -1.434 -5.258
O -3.839 -0.178 -3.471
H 1.646 -2.492 -3.796
H 0.238 -3.461 -5.609
H -2.100 -2.739 -5.897
H -1.672 -0.159 -2.526

| no. | F_max (Eh/bohr) |
| --- | --- |
| 1 | 0.02000 |
| 2 | 0.10075 |
| 3 | 0.14252 |
| 4 | 0.01912 |
| 5 | 0.04173 |
| 6 | 0.00733 |
| 7 | 0.08086 |